Entry 1:
Formula: C79H184N14O13
Source: OMol25
Level of theory: ωB97M-V with the def2-TZVPD basis set

## Properties
Kohn-Sham gap (eV): 8.7
F_max (Eh/bohr): 0.0786
Net charge: 0
ΔE to the lowest compared entry with this formula, charge and spin (eV): 0.181

CARTESIAN COORDINATES (ANGSTROEM)
H 11.7895 -25.4003 -7.5431
H 24.9460 -22.7632 -5.6631
H 18.0074 -27.0575 -9.8373
H 17.7948 -30.7431 -10.7751
H 15.8684 -31.4809 -8.5879
H 19.5573 -21.4310 -4.3051
C 24.4547 -24.4892 -9.0721
H 19.5784 -22.6723 0.2913
C 16.3996 -19.0295 -2.7072
H 26.2415 -23.2091 -7.8680
N 23.3699 -17.3928 -5.0853
H 20.0418 -25.7612 -3.9204
H 14.7557 -30.9908 -3.5744
H 22.3368 -23.7511 3.1049
H 20.9105 -30.3215 2.1072
N 24.4562 -22.5310 -2.8916
H 24.5775 -32.3642 -4.6295
C 16.8385 -31.0427 -10.3318
H 27.7958 -23.9610 -5.4011
H 19.1186 -22.3501 -10.1216
H 16.9738 -19.8301 -4.7172
H 21.2405 -29.8442 -5.0816
C 23.7193 -29.9860 -3.7668
O 25.8902 -21.9169 -1.2118
C 14.1227 -23.9295 -7.7350
H 20.9185 -29.6218 -1.5356
O 22.8009 -16.1004 -4.9266
H 23.4250 -20.1659 -9.7336
H 26.5196 -16.9910 -4.1438
H 13.9174 -23.0762 -5.4109
H 27.0349 -26.5409 -3.0120
H 23.0419 -22.4343 -11.1211
C 22.3346 -18.1825 -5.8656
C 18.6923 -19.0275 -9.3806
C 15.4030 -27.5605 -9.2218
H 17.9667 -20.9043 -0.3219
H 21.3282 -22.8304 -11.1214
H 22.5121 -23.9535 -0.5444
H 20.6552 -17.3956 -4.8561
C 21.5559 -23.3945 -4.4347
C 20.0408 -25.4138 -8.2939
C 19.2614 -25.9668 -5.9130
C 15.7011 -20.4041 -2.4630
H 21.3906 -18.2343 -7.7279
H 21.7143 -28.2342 1.2952
H 18.4717 -29.2199 -2.7039
N 16.7334 -29.0921 -8.1560
H 24.5505 -18.9754 -7.6041
C 19.8668 -21.7506 -5.3129
H 26.1793 -24.9005 -7.2929
H 25.7676 -29.6320 -5.9783
H 22.3271 -23.1301 -5.1432
H 22.1707 -25.8931 -5.4802
H 16.5504 -24.7000 -7.0955
H 18.9955 -25.2486 -8.4803
H 24.4762 -27.7640 -2.5391
H 20.4872 -24.7152 -8.9822
H 17.7535 -20.0276 1.1873
H 22.4012 -20.1458 -6.8586
H 12.5021 -27.3128 -4.5640
C 19.0006 -30.1488 -8.3289
H 15.2611 -20.4991 -1.4631
H 21.4862 -19.3929 -12.5379
H 15.6019 -29.6286 -11.3612
N 25.0708 -24.7374 -5.0505
H 20.2671 -31.0400 -0.7941
H 23.2247 -20.9956 -0.4242
H 14.8952 -30.1030 -9.7620
H 16.5608 -28.4393 -1.5355
H 19.2726 -18.8305 -11.7994
C 16.4516 -28.6207 -9.5497
C 21.3740 -23.7832 2.6315
H 16.4359 -20.3415 0.0769
H 25.2353 -19.3403 -4.6311
H 15.8057 -16.9756 -2.9040
H 17.0322 -17.3921 0.7722
H 23.0422 -18.8543 -11.0155
H 27.0694 -28.6002 -6.6781
H 19.7843 -17.5218 -0.6081
C 14.4079 -30.3060 -2.7473
H 21.2397 -27.3733 -1.1050
H 18.9915 -21.6861 -8.4620
H 18.8249 -27.6106 -3.1999
H 24.1937 -25.1306 -5.4388
H 13.0693 -25.7893 -4.9367
H 16.4170 -31.9072 -10.9293
H 16.9939 -26.7665 -1.6729
H 21.6838 -24.4651 -4.1316
C 19.0639 -28.3805 -2.4230
O 14.1125 -28.9600 -3.1496
C 19.1281 -23.9190 -4.3987
H 23.2808 -23.1034 0.7535
C 20.8710 -30.1662 -0.6056
H 14.3822 -23.8947 -8.8134
H 22.7819 -27.5018 -2.6524
N 22.3995 -21.3700 -0.9506
H 29.6960 -27.3296 -4.3370
H 16.4396 -21.2007 -2.6719
H 13.4267 -27.0982 -6.1616
H 19.0246 -18.0233 -9.6991
H 17.1412 -27.4506 -11.2122
H 16.0222 -28.7484 -3.8776
H 17.1689 -18.0714 -4.5221
C 19.2771 -18.3782 -0.1764
H 23.9346 -26.7146 -3.8413
C 24.8070 -17.3076 -5.4366
H 21.4190 -18.7846 -4.0483
C 19.9289 -30.2375 1.6792
C 16.9272 -31.4294 -8.8791
H 15.6542 -25.5435 -5.2339
H 21.5647 -21.4848 0.9294
C 25.2064 -16.5121 -6.6953
H 19.0683 -23.4896 -3.4448
H 21.5790 -22.7324 -3.5815
C 19.8212 -20.7513 -12.5306
H 17.9774 -20.0920 -11.7589
H 29.5695 -27.1957 -2.1401
O 12.8025 -23.4685 -7.4746
H 29.1540 -25.6804 -3.9668
H 16.7672 -27.8187 -6.7996
C 27.0098 -23.2389 -5.2942
H 19.3354 -29.6992 2.3798
C 23.1908 -30.9223 -4.8262
N 20.1461 -23.8289 -6.5328
C 17.4756 -30.6870 -6.5427
H 17.4706 -30.4553 0.1435
H 14.9894 -22.0631 -7.3049
O 17.4141 -28.0659 -7.4585
H 21.8745 -30.4812 -0.2594
C 20.3552 -25.2295 -6.7998
C 15.8398 -29.8703 -10.2853
H 16.6215 -26.6472 -4.5872
H 17.5087 -32.3698 -8.7411
H 16.7729 -27.5479 -0.0353
C 25.4959 -16.7477 -4.1595
C 17.0371 -17.5159 -0.2821
H 22.6001 -15.7359 -5.7943
H 23.2033 -30.0789 -2.8194
C 17.1250 -27.6769 -1.0396
H 24.1010 -23.2819 -3.4847
H 19.2950 -18.2619 0.9283
H 25.7820 -25.4420 -4.8705
H 18.7349 -26.1784 0.2768
C 13.3318 -26.8674 -5.0917
H 25.7810 -24.6406 -2.7886
C 23.1212 -19.9394 -10.7494
H 18.7002 -19.0809 -8.2593
C 21.3232 -20.4221 -12.3273
C 21.6799 -30.8295 -5.0341
H 25.3145 -15.6767 -4.1724
C 21.5587 -22.0786 0.0295
N 20.8529 -20.0216 -9.9153
H 21.8897 -20.4915 -1.2372
H 21.7886 -26.8301 -6.8469
H 14.7228 -26.7796 -3.4164
H 20.6911 -21.1132 -5.6159
H 26.9239 -24.1526 -1.5187
C 19.3427 -20.1533 -10.0899
O 21.4736 -24.1580 1.3049
C 20.1963 -23.2422 -5.1879
H 24.8938 -25.5136 -8.9922
H 25.0137 -23.7589 -9.6488
H 21.2567 -26.0945 0.0554
H 18.0813 -29.9845 -5.9089
H 19.2003 -19.5579 -3.1527
C 22.2654 -23.3737 0.3788
H 15.4095 -22.6235 -5.1060
H 18.3060 -25.9567 -6.4507
H 26.9751 -23.0994 -4.2042
H 18.1022 -23.6665 -4.7947
H 24.8205 -20.5452 -6.7541
H 16.6195 -23.3778 -8.3509
O 21.1807 -23.0903 -7.3433
H 26.3698 -18.7285 -5.7744
O 23.4892 -28.6705 -4.1536
C 15.5848 -17.5767 -0.7399
H 21.2332 -16.6663 -6.9369
H 23.8740 -20.3001 -11.4373
H 26.2895 -16.6400 -6.8197
C 25.6016 -23.5749 -5.7952
H 14.9370 -16.6903 -0.5457
C 20.0892 -29.3366 0.3850
O 26.1277 -27.9550 -4.8370
H 20.8657 -24.6027 3.1020
N 23.5383 -32.3513 -4.7603
C 21.1574 -18.4111 -5.0113
C 20.7237 -27.9930 0.9131
H 15.1773 -30.2072 -1.9476
C 15.0945 -23.1076 -7.0055
H 20.1868 -26.3909 -8.7146
H 24.9042 -17.1702 -3.3620
H 10.7901 -23.9983 -7.6550
H 20.3929 -19.0568 -5.5231
C 28.8156 -26.6874 -4.3120
H 25.3661 -28.1025 -6.7071
H 14.6903 -28.0003 -8.5347
H 23.5745 -30.4280 -5.7401
H 22.0520 -21.0745 -12.8441
H 19.6441 -21.8586 -12.4141
C 11.7804 -24.3863 -7.9500
H 19.4298 -20.6070 -13.5699
H 18.3674 -28.6412 -10.6622
H 17.2247 -23.1374 -6.6803
H 22.0162 -23.4597 -7.0475
H 16.4611 -30.7818 -6.1924
H 20.1656 -28.4783 -2.4528
O 24.3025 -23.9399 -7.7743
H 25.0477 -15.4283 -6.5384
N 14.8887 -23.3296 -5.5501
H 18.2218 -25.6506 -4.1595
H 23.4553 -24.5021 -9.5334
C 16.4648 -23.6123 -7.3185
O 18.0389 -30.2386 -0.5906
C 23.6641 -27.5895 -3.2801
O 18.5979 -19.9344 -2.4557
C 16.5659 -18.9404 -4.2414
C 14.7172 -27.1482 -4.4623
H 23.7833 -21.8971 -2.5388
H 14.7969 -29.3128 -5.0761
H 27.3207 -22.3177 -5.7700
C 21.8368 -20.7126 -10.8700
H 23.0363 -20.0911 -5.1694
C 20.2089 -22.4326 -0.5112
C 17.8448 -18.7384 -0.6391
N 28.7208 -27.7795 -2.2167
C 17.4582 -20.0502 0.1195
H 19.9935 -19.1699 -0.4663
H 14.9878 -20.5719 -3.2188
C 25.4443 -22.7828 -1.9550
C 25.6689 -23.9378 -7.2469
O 21.2370 -20.3825 -8.5862
H 15.1441 -18.4623 -0.2694
C 14.9787 -28.6046 -4.1858
H 19.0282 -21.6147 -5.9483
H 19.8103 -21.6048 -1.0862
H 18.0970 -31.6172 -6.4583
H 19.5489 -31.0788 -8.2480
H 14.4396 -18.0664 -2.3891
H 21.2151 -21.3441 -8.4871
H 27.8785 -29.0271 -4.4437
H 17.4905 -16.6463 -0.6951
C 18.5982 -27.9380 -1.0353
H 17.6418 -19.1057 -9.5522
C 19.2561 -26.6387 -0.5669
H 11.7579 -24.4145 -9.0165
C 15.5114 -17.8520 -2.2441
N 25.9982 -24.0645 -1.9401
H 22.5424 -25.2811 -7.1262
C 24.4825 -19.4818 -6.6663
H 19.5746 -26.9826 -5.9465
C 26.1299 -28.5979 -6.1237
C 17.5466 -30.3045 -7.9760
H 19.4878 -29.4809 -7.5669
H 19.2062 -25.9091 -1.3859
H 28.3835 -26.5980 -5.3427
N 15.8604 -26.5634 -5.1947
H 15.8390 -26.7350 -8.7105
C 18.8330 -21.4869 -9.5228
H 15.5808 -18.8599 -4.6899
C 17.6124 -27.9560 -10.3477
H 22.1137 -22.4103 -9.5776
C 21.9327 -17.4986 -7.1548
H 17.7335 -21.4132 -9.6497
C 27.0982 -28.4665 -3.9693
H 20.3358 -23.2908 -1.1460
H 20.8105 -22.8361 2.7701
H 21.3916 -31.3622 -5.9363
N 17.7204 -18.8456 -2.0937
N 18.7341 -29.0468 -0.0690
C 23.0445 -19.5730 -6.1536
C 21.7746 -25.8269 -6.4880
H 14.1828 -24.9866 -7.3157
C 20.7054 -26.9675 -0.2285
H 20.1279 -27.5815 1.7079
H 21.1860 -31.3602 -4.1970
C 19.0551 -19.8948 -11.5694
H 23.0683 -32.7225 -3.9594
H 24.8056 -30.1465 -3.5592
C 19.1701 -25.4455 -4.4884
H 19.6356 -31.3006 1.4985
C 27.8137 -27.2748 -3.2524
H 13.4673 -30.6930 -2.3664
H 24.6812 -16.8372 -7.6223
H 22.7634 -17.1363 -7.7287
H 28.3200 -27.8396 -1.2861
H 26.6028 -29.2286 -3.2920
H 14.8297 -27.1699 -10.0769
C 25.3062 -18.7574 -5.6019
C 22.0833 -22.1537 -10.6777
H 19.2663 -29.7272 -9.2756

***

Entry 2:
Formula: C7F21N3O15S7Y
Source: OMol25
Level of theory: ωB97M-V with the def2-TZVPD basis set

## Properties
Kohn-Sham gap (eV): 10.9
F_max (Eh/bohr): 0.0743
Net charge: -1

CARTESIAN COORDINATES (ANGSTROEM)
F -2.2534 4.7784 -0.5196
F 0.1983 -5.4409 -1.1155
F -1.8738 0.5286 -5.5404
F 0.1068 0.7581 -4.4995
F -0.4626 3.8067 -1.2480
F 3.7820 2.1462 2.4404
O -3.2662 -3.2857 -0.4376
C -3.5282 -2.3909 1.9118
F 4.6982 -1.5242 -0.7021
O -1.5834 -0.8829 -2.8691
O 2.7712 -3.7874 -0.4677
F -2.1673 4.1497 -2.5915
O -4.4521 -1.0847 -0.4166
C -1.1980 1.0453 -4.5495
O -1.6531 1.9622 0.4404
C -1.7610 3.8738 -1.3552
Y -0.3152 -0.0336 -0.0332
F -0.8497 -3.5906 -1.5670
N 0.9505 1.0956 1.8864
O -3.4446 0.7386 -3.3356
F -2.5482 -3.2303 2.1769
F 3.3936 4.2803 2.1551
S 2.2953 -0.8539 -1.4851
O 1.6834 0.5006 -1.3588
F -3.5062 -1.3318 2.7179
F 2.2689 0.3392 4.9173
O -2.0235 -1.2560 0.0519
O 0.3876 3.5471 2.4245
O 1.6656 2.8083 0.4376
F 3.7533 -0.0548 0.4294
F 4.6384 0.3752 -1.5648
O 0.7840 -3.5363 1.0739
S -3.3879 -1.9576 0.0347
S -2.3294 2.2140 -0.8772
F 0.9245 -4.0611 -2.6471
S 0.2581 0.3481 3.0974
O 2.5192 -1.5489 -2.7051
C 2.9017 3.0947 2.6356
O -3.7399 2.3105 -0.9238
N -1.5177 1.1841 -1.7517
O -0.4071 -0.8025 2.4823
C 1.7620 -0.4318 3.9823
S 1.4876 -3.2811 -0.1693
S 1.2994 2.6980 1.8072
F 2.6684 -0.8218 3.1091
F -1.2544 2.4381 -4.4421
F -4.7520 -2.9511 2.0583
F 2.7241 3.2785 3.9225
C 0.3936 -4.1224 -1.4341
N 1.3467 -1.6077 -0.3920
O -0.4772 1.1180 4.0582
S -2.1003 0.4264 -3.0383
C 3.9337 -0.4872 -0.8361
F 1.2563 -1.4869 4.6229

***

Entry 3:
Formula: C7H10
Source: OMol25
Level of theory: ωB97M-V with the def2-TZVPD basis set

## Properties
Kohn-Sham gap (eV): 10.4
F_max (Eh/bohr): 0.0080
Net charge: 0
ΔE to the lowest compared entry with this formula, charge and spin (eV): 2.433

CARTESIAN COORDINATES (ANGSTROEM)
H 1.7927 -0.4872 -1.4734
C 1.9312 -0.2272 1.8103
H -1.3770 1.3224 0.6408
H 2.2235 -0.1265 2.8319
C -0.4666 1.6703 0.1406
H -0.9458 -1.0109 1.1071
H -2.2799 -1.1306 -0.0583
C 1.5858 -0.3259 0.6592
H -0.4979 -1.1763 -1.9479
H 0.3069 1.7711 0.9102
C -0.0233 0.7283 -0.9677
C -1.2221 -1.3635 0.1097
H 0.0443 1.1830 -1.9541
C -0.3623 -0.7364 -0.9610
C 1.0653 -0.3040 -0.6869
H -1.1095 -2.4533 0.1023
H -0.6652 2.6666 -0.2628

***

Entry 4:
Formula: C7H10
Source: OMol25
Level of theory: ωB97M-V with the def2-TZVPD basis set

## Properties
Kohn-Sham gap (eV): 8.9
F_max (Eh/bohr): 0.0331
Net charge: 0
ΔE to the lowest compared entry with this formula, charge and spin (eV): 4.847

CARTESIAN COORDINATES (ANGSTROEM)
C 1.4580 -0.1549 1.2115
C -1.3978 0.5390 0.4739
H -2.2723 1.1863 0.5262
H -0.0103 -1.4831 -1.6662
H -1.1297 0.2400 1.4950
H -2.3077 -1.3782 -0.4406
H -0.4868 1.6286 -1.1934
C 1.2685 -0.7371 -0.1232
H 1.9403 1.6358 -0.0808
C -0.1021 -0.7633 -0.8196
C -1.5695 -0.5899 -0.5206
C -0.1861 0.9115 -0.4116
H 0.7713 -0.3620 2.0173
C 1.2277 0.8390 0.1301
H -1.7585 0.0012 -1.4704
H 2.5098 -0.1736 1.4770
H 2.0453 -1.3393 -0.6046